1.
This record from OMol25 describes C2H2N4O2 in the gas phase in a non-equilibrium geometry. The level of theory is ωB97M-V/def2-TZVPD.

XYZ file:
```
10
Properties=species:S:1:pos:R:3
C 1.41032 -0.07812 -0.21535
C -0.10391 0.03208 -0.17463
H 1.79946 2.14559 0.04497
H 3.12488 0.66112 0.31661
N 2.13943 1.00440 -0.11581
N -1.04275 1.23153 0.08490
N -2.15781 0.58655 0.19666
N -0.69008 -1.05914 -0.25490
O 2.02933 -1.17296 0.30877
O -2.09238 -0.68627 0.01652
```

Computed properties:
Highest occupied orbital energy ... -10.3 eV
2S+1 ... 1
Net charge ... 0
Kohn-Sham gap ... 0.363 Eh
E ... -446.74145 Ha
SMILES string ... NC(=O)c1nnon1
LUMO level ... -0.4 eV
Relative energy (zero: lowest compared OMol25 entry of this formula, charge and spin) ... 607.2 kJ/mol

2.
This record from OMol25 describes a molecular structure, C29H22B2Br2ClF4IIrN3O3 in a non-equilibrium geometry. The level of theory is ωB97M-V/def2-TZVPD.

XYZ file:
```
68
Properties=species:S:1:pos:R:3
Ir -2.12744 0.34332 0.07751
Br 0.53929 6.46059 -0.07110
C -0.16791 4.73030 -0.18572
C 0.67137 3.63341 -0.28899
C 0.08406 2.38893 -0.35682
N -1.24274 2.20317 -0.32034
C -2.05203 3.26402 -0.22340
C -1.54014 4.54769 -0.16961
C -3.49004 2.94942 -0.18625
C -4.47537 3.92004 -0.13718
C -5.80447 3.53400 -0.15085
Br -7.15332 4.83449 -0.09952
C -6.13019 2.19033 -0.20204
C -5.09109 1.28144 -0.21746
N -3.81020 1.64477 -0.21181
H 1.74529 3.74548 -0.30975
H 0.69481 1.50231 -0.45049
H -2.19386 5.40362 -0.10234
H -4.22200 4.96769 -0.08253
H -7.15757 1.85945 -0.22635
H -5.28985 0.21933 -0.24598
Cl -6.06965 -4.20673 3.52276
C -4.91138 -2.98480 3.11688
C -4.29251 -2.27549 4.11040
C -3.37048 -1.26234 3.81083
I -2.43312 -0.18210 5.31608
C -3.06347 -0.91924 2.50306
O -2.21642 0.01571 2.17688
C -3.71792 -1.65839 1.48697
N -3.41892 -1.29718 0.20683
C -3.93030 -1.96973 -0.80157
C -4.79349 -3.05407 -0.60714
C -5.15258 -3.41120 0.66550
C -4.62184 -2.70806 1.76616
H -4.52136 -2.50724 5.14181
H -3.65672 -1.63193 -1.79422
H -5.17442 -3.59501 -1.46137
H -5.82875 -4.23756 0.83765
C 7.10581 1.14911 -1.37783
C 6.53517 -0.25953 -1.58325
C 6.45103 -0.51764 -3.08967
C 7.48162 -1.29918 -0.96178
C 5.17015 -0.38851 -0.90383
C 5.01034 0.03914 0.41941
C 3.79196 0.00042 1.09092
C 2.73029 -0.52620 0.39718
O 1.40176 -0.67660 0.79281
B 0.81965 -1.27764 -0.28666
O 1.65618 -1.49580 -1.34102
C 2.88261 -1.00969 -0.88764
C 4.07394 -0.94458 -1.56913
H 8.09344 1.21518 -1.83710
H 7.21345 1.40892 -0.32502
H 6.46041 1.89643 -1.84500
H 7.42470 -0.32638 -3.54189
H 5.72414 0.14293 -3.56751
H 6.18781 -1.55421 -3.30906
H 8.44876 -1.27868 -1.46807
H 7.06482 -2.30279 -1.06463
H 7.64618 -1.10496 0.09947
H 5.86927 0.40961 0.96301
H 3.68661 0.36382 2.10415
H 4.13930 -1.32238 -2.57912
F -1.06854 -4.44173 -1.21018
B -0.79334 -4.13938 0.04134
F -0.50591 -1.52952 -0.33449
F -1.77573 -3.91206 0.89055
F 0.46088 -4.05655 0.44752
```

Computed properties:
Highest occupied orbital energy (spin up / spin down) ... -9.9 / -9.9 eV
Expectation value of S² ... 0.75
2S+1 ... 2
Net charge ... +1
Kohn-Sham gap (spin up / spin down) ... 0.222 / 0.212 Eh
E ... -7967.85730 Ha
LUMO level (spin up / spin down) ... -3.9 / -4.2 eV
Relative energy (zero: lowest compared OMol25 entry of this formula, charge and spin) ... 140.0 kJ/mol

3.
This record from OMol25 describes C3H3NO3S in the gas phase in a non-equilibrium geometry. The level of theory is ωB97M-V/def2-TZVPD.

XYZ file:
```
11
Properties=species:S:1:pos:R:3
C 0.71841 0.71710 0.41813
C -0.67212 -1.02791 -0.26313
C 0.47913 1.85309 1.37755
H 2.93826 -0.82432 -0.62552
H -0.03609 -1.58527 0.48208
H 1.46764 2.17535 1.81238
N 1.91641 0.31304 0.26547
O 2.03220 -0.67726 -0.67081
O -0.37275 0.31964 -0.27877
O -0.59283 2.27907 1.66942
S -1.84189 -1.66140 -1.15507
```

Computed properties:
Highest occupied orbital energy ... -9.4 eV
2S+1 ... 1
Net charge ... 0
Kohn-Sham gap ... 0.331 Eh
E ... -794.67346 Ha
SMILES string ... O=C/C(=N/O)OC=S
LUMO level ... -0.4 eV
Relative energy (zero: lowest compared OMol25 entry of this formula, charge and spin) ... 359.1 kJ/mol

4.
This record from OMol25 describes 2 unconnected molecules or ions with the total composition C29H51ClF3N5O5PS in a non-equilibrium geometry. The level of theory is ωB97M-V/def2-TZVPD.

XYZ file:
```
96
Properties=species:S:1:pos:R:3
C 5.99460 -1.51424 3.82763
C 4.48296 -1.29428 3.65978
C 3.98891 -0.07575 2.83135
C 4.47673 1.18578 3.57740
C 4.22264 -0.09768 1.24805
P 6.05987 0.14546 0.69105
O 6.71287 1.25121 1.68686
O 6.72710 -1.27702 1.08480
C 3.88088 -1.53716 0.81855
Cl 4.16965 -1.93714 -0.91233
N 2.49645 -1.87564 1.16221
C 1.62783 -0.90737 0.83774
N 0.42860 -0.84767 1.31557
C -0.12958 -1.78982 2.28627
C -1.48248 -1.30223 2.80198
C -2.73226 -1.71645 1.97835
C -2.42838 -2.19402 0.55894
C -3.70566 -0.52455 1.96223
C -5.03822 -0.77811 1.21619
C -5.25073 0.04533 -0.02844
C -6.17101 1.01631 -0.14228
C -6.95956 1.20392 -1.41810
C -6.47752 1.96718 0.98992
N 2.04240 0.08084 -0.05123
C 3.22402 0.84292 0.38776
C 3.91521 1.42295 -0.85829
C 3.01606 2.03773 -1.96459
N 3.40858 1.51587 -3.27959
C 4.37764 2.34760 -3.99962
C 3.88792 3.71887 -4.51185
C 2.29448 1.05531 -4.05646
C 2.02897 -0.43306 -3.99908
O 1.58828 1.77716 -4.69222
S 2.52611 2.28451 1.32349
O 1.86203 1.83321 2.51121
O 3.52544 3.30437 1.40395
C 1.08348 3.10916 0.38922
F 0.37504 3.67813 1.36272
F 0.28574 2.25713 -0.26223
F 1.52436 4.05576 -0.42272
H 6.36288 -2.36878 3.27064
H 6.57106 -0.62785 3.57407
H 6.21091 -1.72073 4.87662
H 4.02707 -2.23900 3.33975
H 4.06696 -1.11721 4.65328
H 2.90832 -0.12809 2.98056
H 3.64173 1.60472 4.13479
H 4.83832 1.98365 2.94377
H 5.25116 0.95214 4.30406
H 6.52139 2.13028 1.33321
H 7.22196 -1.58148 0.31403
H 4.53239 -2.24629 1.31190
H 2.39597 -2.19586 2.12206
H -0.13937 -0.06335 1.02012
H 0.55894 -1.82098 3.13961
H -0.14945 -2.79662 1.86930
H -1.43897 -0.20822 2.82082
H -1.58132 -1.64800 3.82902
H -3.22831 -2.53016 2.51580
H -2.10568 -1.36987 -0.08621
H -3.34452 -2.57300 0.10629
H -1.71400 -3.01520 0.51364
H -3.88401 -0.23785 3.00134
H -3.17984 0.30607 1.47661
H -5.14006 -1.83267 0.95686
H -5.84989 -0.51315 1.89335
H -4.61060 -0.13993 -0.89185
H -8.01416 1.24973 -1.14791
H -6.68621 2.12136 -1.94680
H -6.76777 0.34083 -2.04999
H -5.62758 2.63423 1.13171
H -6.64482 1.45887 1.94360
H -7.36296 2.56546 0.77948
H 2.14258 -0.25958 -1.00217
H 4.62903 2.17897 -0.53547
H 4.49185 0.64493 -1.34787
H 3.17766 3.11672 -1.96979
H 1.95365 1.84277 -1.83019
H 4.74254 1.75594 -4.84081
H 5.24354 2.48196 -3.34873
H 2.84819 3.89485 -4.24873
H 4.45935 4.51798 -4.03364
H 4.02993 3.83492 -5.58270
H 2.58412 -0.91774 -3.19738
H 0.96223 -0.56709 -3.80476
H 2.24249 -0.89113 -4.96314
N -8.11809 -2.32796 -2.20992
C -9.47726 -2.48289 -2.24668
C -9.79741 -3.09208 -3.42986
C -8.58298 -3.31564 -4.13413
C -7.56540 -2.83452 -3.35521
H -7.60373 -1.90433 -1.45883
H -10.09748 -2.14819 -1.43304
H -10.79086 -3.34971 -3.75594
H -8.47159 -3.77663 -5.10104
H -6.50139 -2.80916 -3.51766
```

Computed properties:
Highest occupied orbital energy ... -9.6 eV
2S+1 ... 1
Net charge ... +1
Kohn-Sham gap ... 0.240 Eh
E ... -3284.61888 Ha
LUMO level ... -3.0 eV

Question: net charge of number 3 (C3H3NO3S)?
Answer: 0